Formula: C45H28BClF4O6
Source: the OMol25 dataset
Level of theory: ωB97M-V/def2-TZVPD

Computed properties:
Structure (SMILES): O=C1c2ccccc2C(=O)c2ccccc21.O=C1c2ccccc2C(=O)c2ccccc21.O=C1c2ccccc2C(=O)c2ccccc21.C[C@@H](F)B(Cl)C(F)(F)F
LUMO: -1.19 eV
Kohn-Sham gap: 8.47 eV
DFT total energy: -3067.6841 hartree

The geometry in ORCA input format:
```
! RIJCOSX wB97M-V def2-TZVPD def2/J DEFGRID3
* xyz 0 1
O 2.08 -4.06 0.30
C 1.67 -3.84 -0.83
C 1.00 -2.55 -1.16
C 0.86 -1.59 -0.17
C 0.27 -0.37 -0.47
C -0.18 -0.11 -1.76
C -0.05 -1.08 -2.75
C 0.53 -2.30 -2.45
C 0.65 -3.34 -3.51
O 0.19 -3.14 -4.62
C 1.34 -4.62 -3.19
C 1.48 -5.58 -4.18
C 2.15 -6.76 -3.90
C 2.68 -6.98 -2.63
C 2.52 -6.03 -1.63
C 1.85 -4.85 -1.91
H 1.21 -1.79 0.83
H 0.16 0.38 0.30
H -0.63 0.84 -2.00
H -0.41 -0.87 -3.75
H 1.08 -5.41 -5.16
H 2.27 -7.51 -4.67
H 3.20 -7.90 -2.41
H 2.92 -6.21 -0.65
O -5.20 4.02 4.99
C -4.28 3.45 5.55
C -3.21 4.23 6.22
C -3.27 5.62 6.23
C -2.30 6.35 6.89
C -1.26 5.70 7.54
C -1.18 4.32 7.52
C -2.15 3.58 6.86
C -2.04 2.10 6.83
O -1.09 1.53 7.34
C -3.13 1.32 6.18
C -3.06 -0.07 6.17
C -4.08 -0.81 5.59
C -5.17 -0.16 5.01
C -5.23 1.22 5.00
C -4.21 1.97 5.58
H -4.09 6.12 5.72
H -2.36 7.43 6.90
H -0.51 6.28 8.07
H -0.37 3.82 8.03
H -2.22 -0.57 6.63
H -4.04 -1.88 5.60
H -5.97 -0.74 4.57
H -6.07 1.72 4.55
O -0.05 2.25 -7.60
C 1.00 2.63 -7.12
C 1.77 1.76 -6.20
C 1.29 0.48 -5.90
C 2.02 -0.35 -5.07
C 3.23 0.08 -4.53
C 3.70 1.35 -4.81
C 2.97 2.20 -5.64
C 3.48 3.57 -5.91
O 4.50 3.97 -5.39
C 2.72 4.43 -6.86
C 3.20 5.70 -7.16
C 2.52 6.50 -8.06
C 1.36 6.04 -8.66
C 0.87 4.78 -8.36
C 1.54 3.97 -7.45
H 0.36 0.15 -6.32
H 1.65 -1.34 -4.84
H 3.80 -0.58 -3.89
H 4.64 1.69 -4.39
H 4.11 6.06 -6.69
H 2.90 7.49 -8.29
H 0.83 6.66 -9.37
H -0.04 4.42 -8.82
C 1.36 -4.64 4.45
C 0.20 -3.93 5.20
F 0.32 -2.58 4.91
B -1.17 -4.55 4.72
Cl -1.27 -6.31 4.54
C -2.52 -3.74 4.35
F -3.02 -4.20 3.21
F -2.39 -2.43 4.30
F -3.43 -4.02 5.31
H 2.26 -4.06 4.66
H 1.49 -5.66 4.79
H 1.10 -4.60 3.39
H 0.33 -4.06 6.28
*
```